[1]
C23H28F9O3Ru | the ωB97M-V functional and the def2-TZVPD basis

**Strongest force on any atom**: 5.56 eV/A
**Kohn-Sham gap (spin up / spin down)**: 7.16 / 6.17 eV
**ΔE to the lowest compared entry with this formula, charge and spin**: 0.00 kJ/mol
**E_tot**: -2112.38312 Ha
**Multiplicity**: 6
**<S²>**: 8.7721

Last column: Löwdin spin population.
Atoms and positions in Å:
O: -1.78558 2.59868 -3.24290  0.0000
C: -0.50116 3.00486 -2.65460  0.0000
C: -1.08902 4.23964 -1.96320  0.0000
H: 0.24459 3.24020 -3.43461  0.0000
H: -0.10996 2.24822 -1.95411  0.0000
C: -2.39419 3.81247 -2.70982  0.0000
H: -0.65349 5.19354 -2.26935  0.0000
H: -1.14726 4.13365 -0.87188  -0.0001
C: -2.81973 4.77389 -3.80653  0.0000
H: -2.01421 4.95464 -4.52821  0.0000
H: -3.11138 5.73462 -3.36355  0.0000
H: -3.69378 4.37693 -4.33698  0.0000
C: -3.55852 3.52703 -1.79109  0.0000
H: -3.29388 2.81836 -0.99955  0.0000
H: -4.40228 3.13320 -2.36641  0.0000
H: -3.88892 4.46392 -1.32686  0.0000
Ru: 0.37636 -0.67077 0.62069  3.5281
C: 1.08214 1.51889 2.49285  0.1141
C: 2.06626 0.53432 2.25425  0.1624
C: 2.29550 0.46178 0.82391  0.0594
H: 2.62917 -0.01168 2.99839  0.0079
C: 1.44948 1.48302 0.21041  0.0753
C: 0.70866 2.10940 1.26249  0.1876
H: 0.01992 2.94450 1.13388  0.0066
H: 0.71631 1.80609 3.47857  0.0038
H: 3.11717 -0.05231 0.33084  0.0076
H: 1.50172 1.79945 -0.82741  0.0042
C: -1.74501 -0.57129 3.41200  0.0918
C: -2.08723 0.69418 2.83051  0.0428
C: -2.03129 0.58915 1.44241  0.0768
H: -2.39235 1.57475 3.39383  0.0010
C: -1.70603 -0.81029 1.08746  0.1186
C: -1.53356 -1.48861 2.39193  0.0401
H: -1.37496 -2.55031 2.49308  0.0009
H: -1.73543 -0.79588 4.47719  0.0048
H: -2.22644 1.36353 0.70199  0.0012
H: -2.13622 -1.32150 0.21896  0.0209
O: 0.81575 -1.13104 -1.22396  0.1689
C: -0.02012 -0.68521 -2.41931  0.0250
C: 0.39802 -1.55378 -3.59572  0.0058
H: 0.21836 0.37089 -2.56436  0.0012
H: -1.06932 -0.79237 -2.12105  0.0028
C: 1.48367 -2.50953 -3.11573  0.0061
H: 0.75254 -0.92982 -4.41753  0.0007
H: -0.46463 -2.10768 -3.96179  0.0004
C: 1.53638 -2.42528 -1.60184  0.0224
H: 2.46552 -2.24038 -3.50379  0.0003
H: 1.29156 -3.53839 -3.42242  0.0011
H: 2.54647 -2.34550 -1.18099  0.0007
H: 0.97747 -3.22792 -1.10965  0.0014
F: 1.44136 -1.93696 4.70244  0.0014
C: 1.37559 -3.14925 4.10222  0.0054
F: 2.26201 -3.97957 4.71120  0.0026
F: 0.12074 -3.63407 4.31610  0.0005
C: 1.64441 -3.02004 2.55791  0.0247
O: 0.93739 -1.93745 2.14900  0.1667
C: 3.17687 -2.88851 2.34841  0.0016
F: 3.82190 -4.07006 2.50092  0.0005
F: 3.43759 -2.42674 1.09303  0.0007
F: 3.72551 -1.99715 3.21424  0.0002
C: 1.19482 -4.36385 1.90366  0.0015
F: 1.52746 -5.45224 2.64308  0.0010
F: -0.14515 -4.37546 1.70845  0.0004
F: 1.77244 -4.51293 0.67888  0.0002

=====

[2]
C5H11N2 | the ωB97M-V functional and the def2-TZVPD basis

**Strongest force on any atom**: 2.61 eV/A
**Kohn-Sham gap**: 10.91 eV
**ΔE to the lowest compared entry with this formula, charge and spin**: 207.19 kJ/mol
**E_tot**: -306.30456 Ha
**Charge**: +1
**SMILES**: N[C@]12C[C@H]1CC[NH2+]2

Last column: Löwdin charge in e.
Atoms and positions in Å:
N: -0.33614 -0.02167 2.20900  0.1076
C: -0.06263 0.13885 0.86778  -0.3695
C: 1.02800 1.24790 0.33132  0.0308
C: -0.34927 1.11719 -0.20041  -0.2564
C: -0.65192 0.28246 -1.43666  -0.1346
C: 0.11722 -1.02896 -1.26144  -0.1001
N: 0.02234 -1.33593 0.26987  0.1262
H: 0.42676 -0.03477 2.85925  0.1030
H: -1.20025 0.18899 2.69099  0.1139
H: 1.92577 1.26841 -0.31382  0.1216
H: 1.09762 2.03983 1.14306  0.1376
H: -1.06052 1.85080 0.13313  0.1495
H: -0.23363 0.91677 -2.32707  0.1692
H: -1.74930 -0.06182 -1.46699  0.1510
H: -0.44158 -1.81573 -1.90094  0.1596
H: 1.23072 -0.79893 -1.38183  0.1454
H: -0.69468 -2.02435 0.49820  0.1693
H: 0.83109 -1.77947 0.73007  0.1758

=====

[3]
C5H8N2 | the ωB97M-V functional and the def2-TZVPD basis

**Strongest force on any atom**: 0.63 eV/A
**Kohn-Sham gap**: 8.88 eV
**ΔE to the lowest compared entry with this formula, charge and spin**: 105.37 kJ/mol
**E_tot**: -304.79536 Ha
**SMILES**: Cc1cc(N)c[nH]1

Last column: Löwdin charge in e.
Atoms and positions in Å:
C: -0.16831 -1.70432 -1.52886  -0.0437
C: -0.40193 -0.74590 -0.41190  -0.3423
C: -0.65320 0.59735 -0.48380  -0.0158
C: -0.23708 1.17259 0.76896  -0.3417
N: 0.49398 2.37934 0.95663  0.0461
C: 0.04067 0.12506 1.60291  -0.0848
N: -0.05768 -1.04545 0.88979  0.0484
H: -0.87198 -2.53721 -1.57812  0.0717
H: -0.19448 -1.15669 -2.47411  0.0776
H: 0.84475 -2.11930 -1.43958  0.0794
H: -1.07140 1.09948 -1.34979  0.1056
H: 1.29404 2.33938 0.32725  0.0812
H: 0.05668 3.28151 0.95475  0.0575
H: 0.38078 0.12876 2.62806  0.1136
H: 0.54515 -1.81460 1.13781  0.1473

=====

[4]
C14H18F24O27S11Zn3 | the ωB97M-V functional and the def2-TZVPD basis

**Strongest force on any atom**: 6.42 eV/A
**Kohn-Sham gap**: 7.83 eV
**ΔE to the lowest compared entry with this formula, charge and spin**: 409.32 kJ/mol
**E_tot**: -14690.79184 Ha
**Charge**: -2

Last column: Löwdin charge in e.
Atoms and positions in Å:
Zn: 0.71412 -0.79352 2.59248  0.7413
Zn: -0.63560 -3.87974 -0.93485  0.7147
Zn: -4.03242 -0.59238 0.14017  0.6827
C: -2.78250 -3.87836 3.43977  -0.5186
F: -3.97447 -4.39351 3.11908  0.1241
F: -3.09429 -3.08356 4.48456  0.1339
F: -1.90301 -4.88065 3.72082  0.1324
S: -2.09146 -2.75520 1.88745  0.6973
O: -1.00294 -1.90495 2.42208  -0.3130
O: -1.45300 -3.53297 0.81775  -0.3189
O: -3.23201 -1.95219 1.46492  -0.3051
C: 2.86651 -4.62784 -3.47296  -0.6246
F: 3.51545 -4.62031 -2.24514  0.0850
F: 3.68604 -4.27483 -4.39384  0.1717
F: 2.58994 -5.94280 -3.69788  0.0926
S: 1.35708 -3.51835 -3.69203  0.6011
O: 0.42566 -3.86691 -2.59517  -0.3628
O: 1.90115 -2.14648 -3.57256  -0.3134
O: 0.82898 -3.85486 -5.03855  -0.3166
C: -4.21079 1.43533 -3.54143  -0.5931
F: -3.70363 0.21534 -3.51509  0.1536
F: -3.19083 2.30319 -3.57443  0.1233
F: -5.10293 1.64469 -4.56982  0.0983
S: -5.22657 1.75976 -1.94535  0.6100
O: -5.09482 3.20057 -1.53824  -0.3449
O: -6.62100 1.43966 -2.25794  -0.3202
O: -4.67846 0.82511 -0.93896  -0.3700
C: -0.16087 0.84471 -1.74652  -0.6259
F: -0.24084 2.00825 -1.06454  0.1283
F: -1.03516 0.70275 -2.69132  0.1912
F: 1.09166 0.67163 -2.08953  0.1797
S: -0.66814 -0.53116 -0.50717  0.6523
O: -2.08472 -0.49104 -0.28779  -0.3068
O: -0.27818 -1.87199 -1.00363  -0.3161
O: 0.04428 -0.20598 0.72212  -0.2974
C: 3.77697 -3.89537 0.79430  -0.4802
F: 4.12358 -3.03043 -0.22434  0.1113
F: 4.16338 -5.20650 0.62605  0.1050
F: 4.40834 -3.54955 1.96545  0.0872
S: 1.87603 -3.71555 1.27144  0.6980
O: 1.11673 -3.92170 -0.01863  -0.3566
O: 1.59725 -4.72117 2.32747  -0.3039
O: 1.67689 -2.35332 1.82530  -0.3318
C: 5.29067 0.52514 2.23232  -0.5904
F: 6.28140 1.45737 2.07217  0.1058
F: 5.20427 -0.25138 1.11711  0.0652
F: 5.57775 -0.30516 3.21776  0.1354
S: 3.53295 1.28508 2.54151  0.6081
O: 3.41265 2.45741 1.69388  -0.3125
O: 2.46630 0.26120 2.38968  -0.3490
O: 3.73439 1.70771 3.98916  -0.3540
C: -1.49508 2.22028 5.35495  -0.6401
F: -2.36649 3.23081 4.98798  0.0548
F: -1.09451 2.47356 6.58403  0.1598
F: -2.13607 1.08374 5.21083  0.1394
S: -0.04869 2.15293 4.13493  0.5565
O: 1.19823 2.07882 4.90106  -0.3114
O: -0.05539 0.85386 3.45072  -0.3644
O: -0.06548 3.27245 3.16711  -0.3106
C: -4.53916 -4.70129 -1.03623  -0.6483
F: -4.15521 -5.77454 -1.70142  0.1500
F: -5.80093 -4.64406 -0.85737  0.2114
F: -3.98242 -4.85119 0.22427  0.0742
S: -3.74420 -3.20207 -1.93128  0.6660
O: -4.31745 -3.26385 -3.26037  -0.2417
O: -4.16162 -2.02283 -1.11573  -0.3300
O: -2.29539 -3.42535 -1.81099  -0.3048
C: 3.95969 0.33486 -1.70871  -0.2213
S: 5.77965 0.40352 -2.01335  0.8045
O: 6.19091 -0.92598 -2.60074  -0.5699
C: 5.99129 1.76986 -3.24019  -0.2509
H: 3.61863 0.25941 -2.74123  0.0420
H: 3.54139 1.26229 -1.31755  0.0342
H: 3.81322 -0.55960 -1.10327  0.0449
H: 5.54130 2.59768 -2.69216  0.0261
H: 5.31035 1.64891 -4.08269  0.0430
H: 7.03724 1.80226 -3.54518  0.0447
C: -4.67166 3.15700 2.68057  -0.2368
S: -3.23124 2.20032 2.10102  0.9833
O: -3.81295 0.92101 1.47498  -0.5615
C: -2.79444 3.47873 0.83331  -0.1994
H: -5.21652 3.76158 1.95551  0.0604
H: -4.44154 3.73399 3.57624  0.0442
H: -5.45894 2.46670 2.98353  0.0523
H: -2.58777 4.45903 1.26273  0.0718
H: -3.58761 3.53861 0.08806  0.0267
H: -1.85864 3.19042 0.35450  0.0304
C: 0.21941 5.35004 -1.18163  -0.2939
S: 1.94418 5.78426 -1.51657  0.8472
O: 2.18015 6.74686 -0.37494  -0.5993
C: 2.72790 4.09677 -1.02247  -0.2025
H: -0.57910 6.08259 -1.06399  0.0572
H: 0.11299 4.68926 -0.32132  0.0409
H: -0.09980 4.68352 -1.98285  0.0327
H: 2.08488 3.33649 -1.46587  0.0217
H: 2.83611 3.90461 0.04498  0.0346
H: 3.74900 4.14859 -1.40032  0.0283

=====

[5]
C21H31O4V | the ωB97M-V functional and the def2-TZVPD basis

**Strongest force on any atom**: 6.71 eV/A
**Kohn-Sham gap (spin up / spin down)**: 4.37 / 6.45 eV
**ΔE to the lowest compared entry with this formula, charge and spin**: 13.94 kJ/mol
**E_tot**: -2063.65236 Ha
**Multiplicity**: 4
**Charge**: -1
**<S²>**: 3.7630

Last column: Löwdin spin population.
Atoms and positions in Å:
O: 1.42936 1.03720 -2.91373  0.0004
C: 1.18750 -0.19559 -3.48476  0.0002
C: 2.61833 -0.36908 -4.02555  0.0001
H: 0.48755 -0.17662 -4.30088  0.0000
H: 0.89261 -0.91452 -2.70016  0.0004
C: 2.89652 0.92042 -3.12386  0.0000
H: 2.85704 -0.05208 -5.02729  0.0000
H: 3.03192 -1.30893 -3.62449  0.0001
C: 3.24288 2.27873 -3.68952  0.0000
H: 2.58529 2.39703 -4.56829  0.0000
H: 4.29001 2.49649 -3.95464  0.0000
H: 2.84676 3.00106 -2.95998  0.0000
C: 3.60716 0.55867 -1.80774  0.0003
H: 3.16656 -0.29630 -1.26658  0.0001
H: 3.64206 1.42638 -1.16557  0.0004
H: 4.66666 0.35809 -1.97175  0.0000
V: -0.37380 -0.70101 1.41388  2.5655
C: 0.95541 -2.54789 1.88604  -0.0011
C: -0.39995 -2.99530 2.02924  0.0211
C: -1.01583 -2.94839 0.73003  0.0230
H: -0.79538 -3.51135 2.91368  0.0017
C: -0.04109 -2.51505 -0.22147  0.0275
C: 1.16814 -2.23384 0.49118  0.0449
H: 2.12907 -1.95336 0.05051  0.0046
H: 1.70161 -2.58250 2.69751  0.0008
H: -2.03181 -3.29151 0.53631  0.0019
H: -0.15447 -2.49282 -1.30997  0.0053
C: 1.01369 0.11810 3.00835  -0.0042
C: 1.77904 0.28381 1.79526  0.0449
C: 1.19456 1.32603 1.03624  0.0361
H: 2.73940 -0.19338 1.59253  0.0039
C: 0.01607 1.74018 1.71554  0.0377
C: -0.09052 1.03407 2.94636  -0.0036
H: -0.79656 1.25060 3.74775  -0.0003
H: 1.27345 -0.51313 3.85753  0.0020
H: 1.67275 1.81179 0.18267  0.0041
H: -0.67950 2.49959 1.40952  0.0039
O: -1.43289 1.04956 -0.32728  0.0317
C: -1.78687 1.67277 -1.57747  0.0042
C: -3.33546 1.78734 -1.66311  0.0015
H: -1.32933 1.08542 -2.37959  0.0003
H: -1.43538 2.69842 -1.67180  0.0001
C: -3.86203 1.08700 -0.40918  0.0030
H: -3.67734 1.23783 -2.54216  0.0003
H: -3.73624 2.82547 -1.73058  0.0002
C: -2.64300 0.59937 0.29006  0.0180
H: -4.48118 0.20773 -0.60076  0.0003
H: -4.38339 1.78428 0.22111  0.0001
H: -2.56986 -0.46964 0.18879  0.0073
H: -2.63146 0.82134 1.34412  0.0026
C: -1.85533 -1.41836 4.65600  0.0051
C: -2.66100 -1.16158 3.44451  0.0189
O: -3.87008 -1.21705 3.53999  0.0202
O: -1.93336 -0.83460 2.36685  0.0615
H: -2.07726 -2.42693 4.97708  0.0012
H: -2.21586 -0.78603 5.46251  0.0008
H: -0.79516 -1.28791 4.48698  0.0011

=====

Number 5 is which compound?
C21H31O4V